No. 1
Density functional theory data (ωB97M-V/def2-TZVPD) for C6H15BrMnNO6P as an isolated structure at a distorted geometry.

Calculated values
2S+1 = 6
total charge = -2
HOMO energy (spin up / spin down) = 0.036 / 0.031 Eh
expectation value of S² = 8.75
orbital gap (spin up / spin down) = 3.82 / 3.93 eV

Positions of all 31 atoms, in Å:
Mn -10.06602 -18.90388 5.08499
Br -11.96781 -17.13246 5.33704
P -7.42936 -18.50877 5.54897
O -6.40459 -17.98248 4.50199
O -8.19095 -19.81346 5.08756
O -8.60345 -17.48111 5.44594
O -6.90138 -18.57746 6.98441
C -10.07624 -19.58008 8.43701
O -10.49772 -19.98009 7.14650
C -11.34035 -21.08005 7.01904
C -12.19784 -20.98922 5.77534
N -11.29869 -20.66195 4.64860
C -11.94025 -20.29588 3.38150
C -11.02477 -19.76635 2.29948
O -10.24997 -18.75061 2.91092
C -9.13074 -18.38344 2.11932
H -9.23847 -18.90788 8.23802
H -9.85470 -20.41515 9.10900
H -10.90629 -19.05080 8.93066
H -12.00561 -21.15782 7.89943
H -10.85953 -22.06971 7.08984
H -12.99290 -20.24798 5.83984
H -12.59757 -21.99243 5.55687
H -10.74468 -21.50755 4.53766
H -12.61526 -19.45809 3.58235
H -12.48160 -21.19359 3.03275
H -11.64856 -19.41044 1.46811
H -10.38992 -20.52068 1.81323
H -8.71681 -17.42218 2.41409
H -9.46058 -18.26197 1.07311
H -8.31801 -19.11150 2.15281

No. 2
Density functional theory data (ωB97M-V/def2-TZVPD) for a 2-piece molecular cluster, C6H15BrN overall at a distorted geometry.

Calculated values
total charge = +1
HOMO energy (spin up / spin down) = -0.463 / -0.492 Eh
orbital gap (spin up / spin down) = 7.31 / 9.60 eV

Positions of all 23 atoms, in Å:
C 0.07390 1.59074 1.21369
C 0.24418 1.68458 -1.16861
C -1.37549 0.19241 -0.29933
C 0.50058 -2.65015 0.00524
C 0.90110 -0.42996 0.15984
C -0.03193 0.72423 -0.04023
N 0.88674 -1.50220 -0.86839
Br 2.70733 0.06047 0.68088
H 1.08021 2.09611 1.29376
H -0.76165 2.38273 1.23785
H -0.15170 0.92717 2.13243
H 0.42789 1.27808 -2.10072
H 1.14778 2.23268 -0.84611
H -0.51158 2.46898 -1.21628
H -2.01490 0.97416 0.16592
H -1.65409 0.12887 -1.37585
H -1.71291 -0.70697 0.14492
H -0.23612 -2.21215 0.64008
H 0.20843 -3.53188 -0.54294
H 1.38491 -2.77856 0.64282
H -0.02296 0.13999 3.05361
H 0.24166 -1.34274 -1.76694
H 1.75880 -1.65952 -1.28310

No. 3
Density functional theory data (ωB97M-V/def2-TZVPD) for C6H15ClErI2N2O2P as an isolated structure at a distorted geometry.

Calculated values
2S+1 = 4
total charge = +2
HOMO energy (spin up / spin down) = -0.557 / -0.557 Eh
expectation value of S² = 3.75
orbital gap (spin up / spin down) = 7.15 / 7.27 eV

Positions of all 30 atoms, in Å:
I 1.30108 -0.24240 -3.09790
I 0.64633 -2.40668 -1.60765
Er -0.45961 0.86992 1.45075
P -2.37174 0.24208 -0.62673
C -2.57996 -0.55200 -2.28220
C -3.82955 -0.52752 0.18961
H -3.23080 2.52196 -0.25538
H -4.19050 1.71854 -1.47436
H -2.61828 2.35941 -1.89545
C -3.16516 1.83311 -1.10465
H -3.88008 -0.13575 1.21533
H -4.75204 -0.27830 -0.36421
H -3.62147 -0.48428 -2.63269
H -2.31816 -1.61117 -2.18565
H -3.65824 -1.61614 0.14852
H -1.89920 -0.09908 -3.01677
C 2.59386 -2.71058 -3.46969
O 3.40812 -2.97184 -4.21369
Cl -1.77140 1.96953 3.10353
C 3.28992 -0.18719 3.68059
N 3.67098 0.07797 2.27857
C 2.84713 0.44549 1.29091
N 3.41735 0.66792 0.08684
O 1.57035 0.61862 1.47141
H 2.22440 -0.38537 3.78032
H 3.57477 0.69470 4.27652
H 3.85050 -1.08201 3.97985
H 4.66838 0.05213 1.99594
H 2.88472 0.69351 -0.80219
H 4.39831 0.52543 0.08052

No. 4
Density functional theory data (ωB97M-V/def2-TZVPD) for a single C6H15ClN2 molecule at a distorted geometry.

Calculated values
SMILES = CCNN(Cl)C(C)(C)C
HOMO energy = -0.316 Eh
orbital gap = 9.43 eV

Positions of all 24 atoms, in Å:
C -0.22328 2.11109 -2.62610
C -0.89658 2.05445 -1.23323
N -0.18766 1.12573 -0.34299
N -0.70068 -0.07829 -0.23834
Cl -0.40763 -1.06489 -1.81806
C 0.12880 -1.05571 0.95593
C -0.12745 -0.27996 2.20525
C -0.53637 -2.43220 1.11237
C 1.61275 -1.03688 0.58248
H -0.79005 2.94915 -3.23877
H 0.80826 2.38142 -2.47139
H -0.23996 1.23120 -3.19080
H -0.93036 3.13354 -0.87193
H -1.81117 1.61382 -1.29818
H 0.82474 1.08930 -0.26641
H 0.19360 -0.90461 3.02136
H 0.55054 0.51115 2.43516
H -1.25953 -0.12264 2.26380
H -1.41402 -2.24090 0.59144
H -0.68070 -2.61613 2.11326
H -0.05677 -3.29815 0.65808
H 2.27002 -1.78586 1.13297
H 1.76750 -1.10524 -0.38877
H 2.10599 -0.17941 0.91287

Table of energy above the lowest of the compared OMol25 structures with the same formula, charge and spin (kJ/mol), in record order: 68.0, 649.5, 52.6, 211.9
Table of E (eV), in record order: -130895.5119, -77985.2208, -79161.2566, -21964.4296